A structure of composition C67H59F3FeGeN2O2PSbTe, computed with the ωB97M-V functional and the def2-TZVPD basis.

Calculated values
HOMO level (spin up / spin down) in eV: -15.3 / -15.3
Kohn-Sham gap (spin up / spin down) in eV: 7.878 / 4.281
E_LUMO (spin up / spin down) in eV: -7.4 / -11.0
<S²>: 8.7689

ORCA input file:
```
! RIJCOSX wB97M-V def2-TZVPD def2/J DEFGRID3
* xyz 3 6
Fe 0.664 -0.748 0.385
O 3.031 1.468 2.731
C 1.883 1.104 2.648
O 1.251 0.929 1.520
C 1.084 0.783 3.881
C 1.216 1.617 4.985
C 0.575 1.294 6.170
C -0.157 0.121 6.267
C -0.291 -0.714 5.172
C 0.304 -0.371 3.955
P 0.196 -1.570 2.580
C 1.075 -2.959 3.381
C 2.341 -2.656 3.892
C 3.077 -3.620 4.552
C 2.558 -4.898 4.708
C 1.300 -5.200 4.210
C 0.561 -4.244 3.530
C -1.535 -2.102 2.480
C -2.590 -1.537 3.189
C -3.858 -2.080 3.074
C -4.079 -3.178 2.259
C -3.042 -3.712 1.509
C -1.781 -3.156 1.595
H 1.834 2.497 4.903
H 0.677 1.943 7.024
H -0.618 -0.157 7.203
H -0.839 -1.643 5.256
H 2.726 -1.647 3.807
H 4.047 -3.372 4.955
H 3.130 -5.653 5.224
H 0.883 -6.184 4.358
H -0.419 -4.496 3.154
H -2.422 -0.695 3.845
H -4.672 -1.644 3.633
H -5.063 -3.615 2.203
H -3.219 -4.559 0.868
H -0.956 -3.551 1.009
F -5.828 -5.153 -2.380
C -4.806 -4.328 -2.202
C -5.016 -2.958 -2.278
C -3.945 -2.109 -2.087
C -2.678 -2.623 -1.841
C -2.491 -3.992 -1.725
C -3.553 -4.857 -1.921
Sb -1.039 -1.206 -1.768
C 0.302 -2.101 -3.223
C 0.728 -1.336 -4.305
C 1.534 -1.892 -5.282
C 1.926 -3.216 -5.152
F 2.712 -3.754 -6.077
C 1.541 -3.987 -4.066
C 0.731 -3.418 -3.100
C -1.948 0.111 -3.233
C -2.039 1.481 -3.061
C -2.649 2.278 -4.011
C -3.157 1.680 -5.152
F -3.724 2.442 -6.079
C -3.071 0.309 -5.351
C -2.466 -0.472 -4.387
H -6.001 -2.578 -2.500
H -4.098 -1.041 -2.160
H -1.521 -4.409 -1.494
H -3.426 -5.928 -1.868
H 0.415 -0.304 -4.407
H 1.845 -1.323 -6.144
H 1.858 -5.018 -4.004
H 0.417 -4.023 -2.260
H -1.640 1.954 -2.171
H -2.737 3.344 -3.883
H -3.473 -0.122 -6.254
H -2.398 -1.541 -4.538
C 3.301 -1.215 -1.507
C 4.661 -1.950 -1.760
N 5.054 -2.580 -0.534
C 5.213 -1.620 0.517
C 3.809 -0.989 0.801
N 2.839 -1.515 -0.156
C 2.721 -2.963 0.010
C 4.137 -3.617 -0.164
H 2.555 -1.544 -2.233
H 3.426 -0.133 -1.591
H 5.430 -1.241 -2.067
H 4.555 -2.710 -2.535
H 5.931 -0.861 0.205
H 5.594 -2.114 1.410
H 3.854 0.097 0.711
H 3.474 -1.234 1.809
H 2.031 -3.341 -0.747
H 2.329 -3.184 1.005
H 4.115 -4.376 -0.946
H 4.470 -4.079 0.765
Te 0.884 1.939 -0.851
C 1.017 2.858 -2.807
C 0.271 3.887 -3.357
C 0.693 4.473 -4.543
C 1.852 4.044 -5.168
C 2.598 3.014 -4.617
C 2.174 2.421 -3.443
C 1.983 3.612 -0.107
C 1.459 4.886 -0.294
C 2.162 5.983 0.173
C 3.392 5.810 0.789
C 3.922 4.540 0.940
C 3.219 3.434 0.488
H -0.626 4.247 -2.872
H 0.122 5.284 -4.969
H 2.181 4.511 -6.081
H 3.512 2.685 -5.086
H 2.762 1.624 -3.000
H 0.516 5.024 -0.811
H 1.747 6.975 0.060
H 3.942 6.668 1.146
H 4.883 4.400 1.412
H 3.629 2.445 0.629
Ge -1.287 2.140 0.670
C -1.143 3.323 2.255
C -1.582 2.828 3.475
C -1.632 3.661 4.578
C -1.257 4.990 4.464
C -0.833 5.490 3.244
C -0.784 4.658 2.138
C -3.111 2.212 -0.124
C -3.679 3.409 -0.538
C -4.983 3.431 -1.006
C -5.729 2.262 -1.038
C -5.171 1.072 -0.599
C -3.863 1.045 -0.149
H -1.226 0.613 1.092
H -1.896 1.795 3.558
H -1.989 3.278 5.523
H -1.313 5.642 5.321
H -0.564 6.529 3.142
H -0.463 5.062 1.191
H -3.109 4.329 -0.483
H -5.419 4.364 -1.330
H -6.749 2.284 -1.386
H -5.759 0.167 -0.587
H -3.429 0.115 0.210
*
```

Löwdin population analysis, charges in e, atoms 1 to 4: Fe 0.3790; O 0.0970; C -0.6015; O -0.4113

A cluster of 12 separate species, C67H63Cl4F3O16 in total, computed with the ωB97M-V functional and the def2-TZVPD basis.

Calculated values
HOMO level in eV: -7.8
SMILES string: ClC(Cl)(Cl)Cl.Oc1ccc(O)cc1.Oc1ccc(O)cc1.Oc1ccc(O)cc1.Oc1ccc(O)cc1.Oc1ccc(O)cc1.Oc1ccc(O)cc1.Oc1ccc(O)cc1.Oc1ccc(O)cc1.Fc1ccccc1.Fc1ccccc1.Fc1ccccc1
Kohn-Sham gap in eV: 7.711
E_LUMO in eV: -0.1
Energy relative to the best compared isomer or geometry (same formula, charge and spin) in eV: 0.000

ORCA input file:
```
! RIJCOSX wB97M-V def2-TZVPD def2/J DEFGRID3
* xyz 0 1
F 2.297 6.802 -5.089
C 3.349 6.362 -5.873
C 4.551 5.910 -5.273
C 5.613 5.520 -6.086
C 5.452 5.585 -7.494
C 4.317 6.025 -8.065
C 3.235 6.409 -7.224
H 4.696 5.825 -4.206
H 6.559 5.236 -5.648
H 6.176 5.416 -8.278
H 4.122 6.024 -9.127
H 2.374 6.883 -7.673
F 0.715 3.847 10.572
C 1.125 2.517 10.506
C 1.280 1.884 9.283
C 2.008 0.668 9.248
C 2.465 0.103 10.398
C 2.198 0.697 11.629
C 1.517 1.886 11.678
H 0.878 2.337 8.389
H 2.060 0.060 8.356
H 3.072 -0.790 10.351
H 2.763 0.330 12.474
H 1.478 2.503 12.564
F -3.423 -5.611 3.350
C -3.488 -4.943 4.511
C -3.396 -3.522 4.517
C -3.391 -2.856 5.736
C -3.615 -3.481 6.946
C -3.698 -4.895 6.951
C -3.666 -5.612 5.719
H -3.351 -2.981 3.583
H -3.131 -1.808 5.726
H -3.499 -2.934 7.870
H -3.904 -5.404 7.881
H -3.689 -6.691 5.680
C 6.429 -7.372 5.661
C 7.076 -7.591 6.831
C 7.588 -6.516 7.585
C 7.477 -5.193 7.137
C 6.726 -4.986 5.946
C 6.215 -6.045 5.243
O 5.390 -5.809 4.189
O 8.392 -6.856 8.655
H 6.197 -8.257 5.087
H 7.153 -8.613 7.173
H 7.854 -4.350 7.698
H 6.442 -4.000 5.612
H 5.116 -6.581 3.689
H 8.285 -6.129 9.272
C 5.849 5.773 7.481
C 6.459 6.133 8.669
C 7.451 5.294 9.244
C 7.643 4.032 8.705
C 7.145 3.642 7.484
C 6.245 4.600 6.836
O 5.607 4.226 5.665
O 8.170 5.750 10.328
H 5.048 6.396 7.110
H 6.225 7.010 9.255
H 8.266 3.336 9.246
H 7.371 2.634 7.170
H 6.013 3.394 5.413
H 7.716 5.397 11.096
C -3.561 -9.641 -5.781
C -2.297 -9.243 -5.440
C -1.455 -10.205 -4.881
C -1.943 -11.521 -4.680
C -3.162 -11.904 -5.112
C -3.987 -10.976 -5.737
O -5.282 -11.255 -6.060
O -0.143 -9.895 -4.520
H -4.274 -8.889 -6.087
H -1.956 -8.238 -5.642
H -1.238 -12.256 -4.321
H -3.443 -12.946 -5.060
H -5.541 -12.027 -5.552
H 0.043 -9.001 -4.817
C 0.712 0.325 -1.076
C -0.193 0.419 -2.106
C -0.860 -0.720 -2.513
C -0.715 -1.970 -1.899
C 0.235 -2.023 -0.882
C 0.962 -0.894 -0.507
O 1.942 -1.091 0.526
O -1.891 -0.648 -3.412
H 1.129 1.221 -0.639
H -0.278 1.341 -2.662
H -1.180 -2.897 -2.203
H 0.423 -2.943 -0.348
H 2.046 -2.046 0.528
H -2.690 -0.967 -2.985
C -10.324 -6.021 -3.925
C -9.796 -4.804 -3.547
C -9.059 -4.071 -4.495
C -9.010 -4.459 -5.867
C -9.589 -5.705 -6.211
C -10.195 -6.495 -5.218
O -10.597 -7.771 -5.395
O -8.300 -2.953 -4.205
H -10.862 -6.591 -3.182
H -9.839 -4.563 -2.496
H -8.485 -3.785 -6.527
H -9.517 -6.005 -7.246
H -9.884 -8.237 -5.838
H -8.723 -2.495 -3.476
C -7.777 3.395 2.718
C -6.984 4.342 3.378
C -5.764 4.684 2.904
C -5.297 4.175 1.677
C -6.013 3.159 1.081
C -7.344 2.888 1.482
O -8.121 1.976 0.837
O -5.010 5.629 3.481
H -8.760 3.232 3.135
H -7.247 4.677 4.370
H -4.345 4.547 1.328
H -5.556 2.609 0.271
H -8.862 1.879 1.439
H -4.153 5.549 3.057
C 4.094 -1.270 -10.672
C 4.844 -0.731 -11.769
C 4.147 0.232 -12.512
C 2.801 0.625 -12.244
C 2.106 0.084 -11.142
C 2.809 -0.867 -10.397
O 2.111 -1.441 -9.315
O 4.809 0.816 -13.539
H 4.636 -2.026 -10.123
H 5.892 -0.955 -11.904
H 2.410 1.488 -12.762
H 1.128 0.433 -10.844
H 1.317 -0.975 -9.040
H 4.215 1.383 -14.036
C 0.372 11.570 0.649
C 0.137 10.262 1.007
C 1.179 9.520 1.557
C 2.464 10.031 1.738
C 2.726 11.320 1.230
C 1.688 12.048 0.661
O 1.994 13.285 0.281
O 0.863 8.357 2.148
H -0.444 12.166 0.268
H -0.866 9.869 1.080
H 3.209 9.471 2.283
H 3.771 11.570 1.331
H 1.172 13.775 0.208
H 1.585 7.889 2.573
C -5.334 3.474 -8.787
Cl -5.787 4.734 -9.983
Cl -6.463 3.619 -7.450
Cl -5.403 1.767 -9.458
Cl -3.771 3.961 -8.059
*
```

Löwdin population analysis, charges in e, atoms 1 to 4: F 0.0261; C -0.2543; C -0.0107; C -0.0627

The records above give, respectively, max |F| values of 2.22; 3.19 eV/Å.